(1)
Computed, not measured: a molecular structure, C28H36BrN6O5SZr, with wB97M-V/def2-TZVPD.

XYZ file:
```
78
Properties=species:S:1:pos:R:3:mulliken_charge:R:1
C 0.7160 1.6578 -3.6373 0.462
N -1.4140 4.0027 1.1270 -0.360
N -1.2764 2.2411 2.6131 0.047
H 4.7259 -3.2563 0.0717 0.429
Zr 0.9431 0.6056 -0.0404 1.917
H -4.2736 -2.0391 1.2446 0.509
C 3.3986 -1.5890 0.4119 -0.582
H 3.8969 -0.7896 0.9551 0.123
H -1.7008 -2.2836 -3.9427 0.421
C 0.0147 -4.7860 -1.5603 -0.424
C -3.3928 -1.5010 1.5876 -0.649
H -1.8546 2.6969 3.3049 0.051
H -2.4229 -1.5104 4.6835 0.431
C -2.5246 0.9552 5.7664 -0.341
C -1.3660 1.5557 -4.8363 -0.281
O -0.4219 -0.4925 -0.9043 0.524
N 4.2228 3.2089 0.1792 -0.248
H 5.1129 -1.8209 -0.8825 0.310
H -1.1799 4.3831 0.2258 0.236
C -0.3198 -3.5196 -1.0979 0.738
C -0.6838 1.5207 -6.0544 -0.702
C 4.1871 2.1575 2.3673 -1.320
H -1.8046 0.2875 6.2236 0.423
H 3.8537 -3.2042 -2.4787 0.435
H -2.4486 1.5503 -4.8326 0.482
C -4.2108 1.3833 4.0893 -0.264
C -4.4181 2.6438 4.6242 -0.729
H 2.6779 -3.6490 -1.2334 0.064
S 1.7425 1.8366 -2.2512 -0.609
C -0.6769 1.6210 -3.6406 -0.487
C 2.5601 -1.5907 -1.8451 -0.286
N -2.4941 -1.5013 -0.4728 0.099
H 3.8594 3.3578 -0.7517 0.185
H -3.2843 -2.0687 -0.8022 0.374
H -0.0660 -2.3035 0.4090 -0.009
H 1.3038 1.5507 -6.9121 0.460
C -1.3935 -1.2614 -1.4811 -0.846
C 4.2970 -2.4199 -0.4760 -0.680
H 5.0441 3.7213 0.4639 0.251
H -1.8861 -0.7271 -2.3000 0.419
C 0.6825 1.5600 -6.0281 -0.281
H 2.3413 1.6633 -4.8466 0.270
H 0.4782 -5.4823 -0.8734 0.584
C -3.2533 0.5394 4.6542 0.874
C -0.9471 -2.6121 -1.9611 0.438
C 3.3414 -2.8573 -1.5836 -0.387
C -2.9461 -0.7786 4.0679 -0.525
C -0.8643 -4.2430 -3.7420 -0.910
C -1.2103 -2.9884 -3.2797 -0.721
H -3.8489 4.0455 6.1489 0.441
O -0.0310 -3.2472 0.2058 -0.701
Br 0.8005 -0.5016 2.2961 -0.720
C -3.6706 3.0681 5.7207 -0.483
H -1.1958 1.6872 -2.6951 0.544
O -0.3443 2.1122 0.5574 -0.626
O 2.6021 1.7386 0.6209 -0.723
H -4.8134 1.0425 3.2557 0.406
C 3.6323 2.3674 0.9975 0.632
H -5.1833 3.2866 4.2094 0.433
H -1.0745 -4.5280 -4.7630 0.463
H -0.9228 1.3145 2.8127 -0.158
H 3.5511 1.4728 2.9206 0.262
C -3.1909 -1.1409 2.8518 -0.022
H 4.2546 3.1083 2.8971 0.464
C -1.0044 2.7772 1.4366 0.596
H 1.5543 -1.7463 -2.2301 -0.158
N 1.3280 1.6208 -4.8440 -0.044
H 0.0042 -6.1333 -3.2143 0.457
H -1.2056 1.4797 -6.9985 0.458
C -2.7297 2.2230 6.2933 -0.625
H 2.8174 -2.1979 1.1012 0.397
H 3.1034 -0.8890 -2.4782 0.376
O 2.4320 -0.9550 -0.5173 0.700
N -2.3898 -1.1621 0.7148 0.251
H -2.1728 2.5398 7.1646 0.422
H -1.9053 4.5871 1.7831 0.199
C -0.2575 -5.1417 -2.8698 -0.547
H 5.1961 1.7468 2.2998 0.391
```

Computed properties:
Net charge ... +3
Total energy ... -4811.91861 Eh

***

(2)
Computed, not measured: a molecular structure, C28H36F3N4P2SZn, with wB97M-V/def2-TZVPD.

XYZ file:
```
75
Properties=species:S:1:pos:R:3:mulliken_charge:R:1
H 4.6498 -2.6158 1.6438 0.503
P 0.9422 -1.7366 1.5766 1.073
H -0.7387 4.2735 -0.7734 0.485
C 2.7076 -1.9984 1.0053 1.568
H 4.1867 -0.7703 0.0243 0.568
N 0.3630 1.6225 3.8570 0.009
H 2.5264 -0.2633 -0.3026 0.097
H -5.3814 -2.3929 0.7674 0.216
H 3.0603 -1.1970 6.1807 0.483
H 3.6227 -3.2318 -0.5111 0.541
S -2.8071 -1.5730 0.8590 -0.492
C -0.3205 4.1103 1.8887 -1.663
C 1.0883 1.3120 4.9502 0.252
H 3.2813 0.0878 1.2712 0.343
H 1.9333 2.6672 1.3238 0.329
C 3.0625 -1.4114 -5.6037 -0.746
H 1.1045 -3.2128 3.4859 0.434
N -5.0048 -2.5689 -0.1466 -0.405
F 5.3834 -2.7519 -6.6955 -0.250
C 1.8668 1.8523 7.1511 -0.574
C 1.4881 -1.8208 -3.8307 0.402
C -1.0286 3.3021 -0.3688 -1.767
C 1.6542 -3.1959 -4.0146 -0.301
H 2.1778 -3.9551 0.1902 0.305
C -0.0617 -1.0151 -1.8442 -4.761
C 2.6189 -3.0126 -0.1415 -1.690
H 2.6424 -4.7411 -5.1247 0.471
C 3.2172 -2.7809 -5.7774 0.370
C 3.6534 -2.5259 2.0828 -1.750
H 2.0750 0.1343 -4.4952 0.487
H -0.8942 2.5523 -1.1518 0.343
H 3.6231 -0.7260 -6.2261 0.398
H -1.3691 4.3311 2.0917 0.360
N 1.7055 -0.7903 3.9780 -0.046
H 3.1344 0.3796 8.0929 0.407
H 1.1069 -3.8852 -3.3855 0.467
C -2.2923 1.5991 2.3592 -1.642
H -2.2784 -2.1896 -1.8026 0.002
H -3.0205 2.0769 1.7046 0.355
F 3.7193 -2.9018 -8.0724 -0.248
H 1.4308 1.9902 -0.2382 0.269
H 1.9136 2.5262 7.9961 0.410
H 0.1751 3.8740 2.8234 0.269
H 0.1360 5.0124 1.4748 0.509
C 2.5641 0.6227 7.2061 -0.555
C 2.5298 -0.2543 6.1616 -0.572
H -2.7011 0.6459 2.6883 0.482
H -3.7695 -2.8973 -2.3287 0.213
C 0.3441 0.7925 2.8381 -0.215
C 1.2978 2.8296 0.4508 -1.584
Zn -0.6322 -0.6520 -0.0409 1.251
C 1.7833 0.0756 5.0078 0.245
C -3.7322 -2.2471 -0.3856 0.779
C -0.1692 2.9885 0.8623 1.465
H 3.7141 -1.8548 2.9332 0.323
C 4.1481 -3.2690 -6.8489 0.832
H 3.3515 -3.5128 2.4354 0.372
H -2.0890 3.3544 -0.1145 0.343
C 2.5147 -3.6768 -4.9856 -0.670
C 0.5023 -3.1954 2.5809 -1.635
H 0.6024 3.1354 5.9851 0.484
C 0.6371 -1.3612 -2.7749 3.906
C 2.2000 -0.9304 -4.6367 -0.716
H -0.5544 -3.1325 2.8427 0.414
H 0.6569 -4.1024 1.9974 0.387
H 2.0276 -2.6220 -0.9722 0.147
F 4.2685 -4.6057 -6.8500 -0.278
H -5.6024 -2.9751 -0.8470 0.195
H 1.6383 3.7357 -0.0529 0.560
C 1.1396 2.1986 6.0492 -0.553
H -2.0728 2.2235 3.2219 0.462
C 1.0300 -0.4539 2.9011 -0.362
P -0.7453 1.3064 1.4387 0.721
C 3.1973 -0.6506 0.4700 -1.536
N -3.2265 -2.4695 -1.5969 -0.299
```

Computed properties:
Net charge ... +1
Total energy ... -4467.28882 Eh

***

(3)
Computed, not measured: a molecular structure, C28H36N3O5Se2Te2Y, with wB97M-V/def2-TZVPD.

XYZ file:
```
77
Properties=species:S:1:pos:R:3:mulliken_charge:R:1
H 0.3981 -0.1343 5.5668 0.285
H 3.0700 1.8546 4.4527 0.475
C 2.1703 2.7223 2.6864 -0.939
C -2.6990 0.4058 0.0041 -0.294
H -1.2153 3.3041 -2.2893 0.256
C -2.0654 -1.7632 0.3693 0.674
H 1.6258 -1.4987 -1.5842 0.324
H 3.5024 0.0955 0.1502 0.472
C 2.5339 0.4902 -0.1806 -1.184
H -3.0199 0.6399 -8.0363 0.350
H -1.0451 4.2339 -3.7915 0.399
C 1.6888 -1.6695 -0.5056 -1.174
C 1.7592 -2.6884 3.0411 0.733
H -0.7762 -0.5335 -1.9273 -0.011
H 1.3811 2.3057 0.0252 0.122
H 0.3101 3.3059 -3.1271 0.230
H -2.4341 -0.8332 -6.2809 0.298
C -1.5854 -0.2709 -4.4046 0.779
O -0.0372 1.2792 -1.5394 -0.157
H 3.1427 3.1878 2.4982 0.325
C -1.7299 2.3358 -5.3650 -0.946
O 2.0287 1.5689 1.8503 0.160
H -4.9056 -1.6927 -1.4535 0.426
O 1.5211 -0.4369 0.1859 1.436
C -0.6033 0.5000 -2.2762 0.271
C -1.1301 0.8011 -3.6168 0.430
C -4.0406 -1.3477 -0.9012 -0.638
C -0.7687 3.3103 -3.2838 -1.250
H -3.5954 2.2137 -7.4759 0.336
H 2.5313 -4.6541 3.3947 0.517
C -3.8031 0.0068 -0.7293 -0.808
C -1.1574 -2.7629 1.0506 -0.636
C 3.2388 -0.9410 3.2025 -0.513
H 1.8191 3.0747 4.7684 0.466
C -2.7232 1.5608 -7.5372 -1.531
Y 0.0008 0.1429 2.1456 0.170
H 4.8412 -3.8341 3.8343 0.420
H 0.3134 -4.1467 2.3995 0.499
H -3.2563 -3.3201 -0.4261 0.568
Se -1.8976 -0.6032 4.1316 -0.354
C 4.2900 -1.7761 3.5162 -1.129
Te -3.2290 2.8878 2.9800 -0.120
H -1.9825 2.0655 -8.1594 0.340
Se -1.0338 2.8790 1.7744 -0.491
O 1.1423 1.1989 4.2182 0.467
H 1.3717 3.4304 2.4700 0.362
H -4.4659 0.7574 -1.1368 0.507
H 3.3919 0.1250 3.1199 0.384
H -0.5233 -2.0214 -3.6841 0.328
H 2.5499 0.6160 -1.2675 0.459
N 1.9921 -1.3739 2.9706 1.016
C -1.2086 2.1226 -4.0988 0.655
H 3.1318 2.4672 0.3418 0.464
O -1.2432 -3.9529 0.7344 -0.802
H -1.9054 -2.3664 -4.7170 0.393
H -2.4834 1.4551 0.1560 0.136
C 2.0992 2.2400 4.1176 -0.785
H -0.1436 -3.1660 3.7864 0.297
Te -2.4787 1.5769 5.2173 -0.184
H 5.2758 -1.3685 3.6920 0.467
H -1.7985 3.3524 -5.7375 0.379
N -0.3531 -2.1989 1.9522 0.649
C 2.7670 -3.5991 3.3535 -0.944
H 2.1373 0.2502 5.7643 0.352
C -1.5381 -1.7070 -3.9326 -1.356
C -3.1501 -2.2482 -0.3413 -0.730
H 0.9058 -2.3477 -0.1853 0.265
C 1.1445 0.6538 5.5378 -1.077
C 2.2572 1.8219 0.4626 -0.582
C -2.1703 1.2882 -6.1664 0.645
C 4.0444 -3.1417 3.5950 -0.479
C -2.0914 -0.0065 -5.6685 -0.922
H 2.6660 -2.1004 -0.2655 0.301
C 0.3508 -3.1334 2.8040 -1.613
N -1.8387 -0.4550 0.5578 0.985
H 0.8869 1.4319 6.2591 0.231
H -2.1547 -1.8661 -3.0462 0.146
```

Computed properties:
Net charge ... 0
Total energy ... -7006.47164 Eh